Entry from the OMol25 dataset: the molecule C5H10N4 (ωB97M-V/def2-TZVPD).

Last column: natural (NBO) charge in e.
Positions of all 19 atoms, in Å:
1 C -1.831 -0.927 -1.913  -0.622
2 C -0.755 -0.698 -0.902  -0.081
3 C 0.254 0.448 -1.197  -0.327
4 N 1.567 -0.028 -0.769  -0.094
5 N 2.023 0.476 0.319  -0.146
6 C 1.217 1.149 1.109  -0.106
7 C 0.171 0.628 1.764  -0.087
8 N -0.350 -0.596 1.455  -0.497
9 N -1.333 -0.424 0.481  -0.434
10 H -2.517 -1.840 -1.675  0.232
11 H -1.357 -0.855 -2.918  0.219
12 H -2.614 -0.160 -1.871  0.208
13 H -0.290 -1.669 -0.776  0.220
14 H 0.328 0.625 -2.326  0.215
15 H -0.136 1.423 -0.817  0.199
16 H 1.462 2.167 1.374  0.219
17 H -0.255 1.137 2.666  0.193
18 H -0.813 -1.059 2.195  0.366
19 H -1.495 0.631 0.575  0.322

Properties
net charge = 0
HOMO = -8.702 eV
calculated total energy = -415.380075 hartree

Entry from the OMol25 dataset: the molecule C22H26BrNO6 (ωB97M-V/def2-TZVPD).

Last column: natural (NBO) charge in e.
Positions of all 56 atoms, in Å:
1 C 3.676 1.205 -3.922  -0.638
2 C 2.278 0.700 -4.268  -0.062
3 O 1.407 0.693 -3.155  -0.523
4 C 1.475 -0.311 -2.230  0.301
5 C 2.351 -1.388 -2.303  -0.296
6 C 2.388 -2.361 -1.320  -0.211
7 C 1.532 -2.302 -0.233  -0.026
8 C 1.601 -3.314 0.874  -0.424
9 C 2.520 -2.824 2.005  -0.216
10 N 1.989 -1.650 2.654  -0.619
11 C 1.512 -1.669 3.909  0.653
12 O 1.570 -2.622 4.653  -0.621
13 C 0.903 -0.345 4.381  -0.180
14 O 0.707 0.587 3.318  -0.528
15 C -0.508 1.150 3.204  0.770
16 O -1.441 0.914 3.916  -0.568
17 C -0.506 2.131 2.038  -0.189
18 O -1.740 2.774 1.858  -0.495
19 C -2.788 2.069 1.352  0.383
20 C -2.780 0.707 1.070  -0.293
21 C -3.898 0.105 0.521  -0.218
22 C -5.023 0.861 0.253  -0.105
23 Br -6.548 0.030 -0.530  0.041
24 C -5.055 2.216 0.542  -0.221
25 C -3.941 2.813 1.090  -0.267
26 C 0.636 -1.245 -0.171  -0.261
27 C 0.588 -0.250 -1.138  0.246
28 O -0.293 0.770 -0.878  -0.529
29 C -1.032 1.374 -1.932  -0.062
30 C -1.903 0.374 -2.678  -0.640
31 H 4.159 0.555 -3.196  0.212
32 H 4.283 1.242 -4.822  0.217
33 H 3.612 2.204 -3.498  0.217
34 H 1.803 1.389 -4.973  0.195
35 H 2.320 -0.291 -4.735  0.173
36 H 3.033 -1.475 -3.133  0.219
37 H 3.093 -3.174 -1.410  0.212
38 H 0.606 -3.494 1.285  0.218
39 H 1.995 -4.257 0.495  0.218
40 H 2.610 -3.593 2.775  0.239
41 H 3.512 -2.596 1.601  0.195
42 H 1.866 -0.819 2.094  0.415
43 H -0.053 -0.551 4.875  0.244
44 H 1.582 0.104 5.114  0.214
45 H 0.210 2.926 2.265  0.226
46 H -0.182 1.617 1.123  0.238
47 H -1.915 0.101 1.275  0.217
48 H -3.891 -0.953 0.307  0.229
49 H -5.942 2.795 0.337  0.230
50 H -3.938 3.865 1.324  0.228
51 H -0.067 -1.181 0.647  0.215
52 H -1.656 2.111 -1.418  0.190
53 H -0.362 1.891 -2.624  0.195
54 H -1.286 -0.362 -3.189  0.209
55 H -2.562 -0.142 -1.984  0.215
56 H -2.507 0.896 -3.415  0.220

Properties
net charge = 0
HOMO = -8.467 eV
calculated total energy = -3934.148927 hartree

Entry from the OMol25 dataset: a structure of composition C46H44ClN2O11P2S3Ti (ωB97M-V/def2-TZVPD).

Last column: Löwdin spin population.
Positions of all 110 atoms, in Å:
1 Ti 0.293 -0.079 2.405  1.732
2 O -3.584 2.247 -1.930  0.000
3 S -2.193 2.010 -1.443  0.000
4 C -1.116 2.010 -2.934  0.000
5 C -1.030 3.135 -3.743  0.000
6 C -0.277 3.103 -4.904  0.000
7 C 0.393 1.940 -5.256  0.000
8 C 0.311 0.821 -4.444  0.000
9 C -0.446 0.833 -3.273  0.000
10 P -0.696 -0.657 -2.189  0.000
11 C 0.616 -1.782 -2.787  0.000
12 C 0.390 -3.055 -3.300  0.000
13 C 1.455 -3.877 -3.651  0.000
14 C 2.760 -3.443 -3.481  0.000
15 C 3.000 -2.185 -2.939  0.000
16 C 1.938 -1.372 -2.583  0.000
17 C -2.211 -1.230 -3.070  0.000
18 C -3.412 -1.214 -2.369  0.000
19 C -4.602 -1.562 -3.001  0.000
20 C -4.595 -1.946 -4.330  0.000
21 C -3.400 -1.955 -5.043  0.000
22 C -2.222 -1.583 -4.421  0.000
23 C -1.631 3.603 -0.800  0.000
24 C -2.323 4.719 -1.272  0.000
25 C -1.876 5.986 -0.965  0.000
26 C -0.737 6.138 -0.180  0.000
27 C -0.099 5.027 0.332  0.000
28 C -0.537 3.726 0.049  0.003
29 P 0.310 2.334 1.007  0.030
30 C 2.024 2.752 0.484  0.002
31 C 3.129 3.070 1.267  0.000
32 C 4.356 3.344 0.670  0.000
33 C 4.507 3.280 -0.706  0.000
34 C 3.424 2.916 -1.494  0.000
35 C 2.198 2.659 -0.902  0.000
36 C -0.153 3.110 2.615  0.008
37 C 0.654 3.833 3.485  0.009
38 C 0.133 4.350 4.663  0.000
39 C -1.202 4.162 4.982  0.009
40 C -2.023 3.465 4.105  0.001
41 C -1.503 2.948 2.932  0.012
42 H -1.543 4.045 -3.466  0.000
43 H -0.212 3.986 -5.527  0.000
44 H 0.977 1.900 -6.167  0.000
45 H 0.831 -0.083 -4.736  0.000
46 H -0.624 -3.412 -3.431  0.000
47 H 1.259 -4.863 -4.052  0.000
48 H 3.588 -4.082 -3.762  0.000
49 H 4.015 -1.843 -2.784  0.000
50 H 2.136 -0.396 -2.150  0.000
51 H -3.416 -0.914 -1.329  0.000
52 H -5.532 -1.524 -2.449  0.000
53 H -5.520 -2.224 -4.821  0.000
54 H -3.392 -2.243 -6.087  0.000
55 H -1.301 -1.558 -4.992  0.000
56 H -3.217 4.555 -1.861  0.000
57 H -2.409 6.854 -1.333  0.000
58 H -0.368 7.128 0.060  0.000
59 H 0.757 5.160 0.982  0.000
60 H 3.068 3.061 2.343  0.000
61 H 5.200 3.602 1.297  0.000
62 H 5.463 3.503 -1.161  0.000
63 H 3.530 2.832 -2.569  0.000
64 H 1.353 2.390 -1.531  0.000
65 H 1.699 3.995 3.273  0.001
66 H 0.783 4.895 5.336  0.000
67 H -1.600 4.545 5.913  0.001
68 H -3.069 3.309 4.336  0.000
69 H -2.159 2.406 2.258  0.002
70 O -1.601 -0.092 3.444  0.019
71 S -2.256 -0.739 2.302  0.005
72 O -3.564 -0.254 1.960  0.000
73 O -1.290 -0.653 1.180  0.027
74 C -2.443 -2.494 2.652  0.001
75 C -3.496 -3.095 1.978  0.000
76 C -3.735 -4.456 2.114  0.000
77 C -2.923 -5.213 2.937  0.000
78 C -1.864 -4.618 3.610  0.001
79 C -1.609 -3.259 3.481  0.002
80 S -0.091 -2.660 4.270  0.011
81 O 0.676 -3.847 4.571  0.001
82 O -0.447 -1.848 5.394  0.002
83 O 0.506 -1.931 3.117  0.043
84 H -4.126 -2.478 1.352  0.000
85 H -4.554 -4.916 1.575  0.000
86 H -3.104 -6.274 3.054  0.000
87 H -1.197 -5.197 4.233  0.000
88 N 1.609 -0.898 0.734  0.010
89 C 2.891 -1.524 1.133  0.002
90 C 3.231 -2.928 0.577  0.000
91 C 2.513 -4.176 1.168  0.000
92 C 1.373 -4.802 0.352  0.000
93 N 0.222 -3.925 0.202  0.000
94 H 0.987 -1.632 0.375  0.001
95 H 1.765 -0.261 -0.038  0.003
96 H 2.921 -1.575 2.223  0.000
97 H 3.680 -0.838 0.814  0.000
98 H 4.299 -3.049 0.786  0.000
99 H 3.118 -2.926 -0.514  0.000
100 H 2.151 -3.947 2.172  0.000
101 H 3.259 -4.970 1.271  0.000
102 H 1.099 -5.750 0.833  0.000
103 H 1.744 -5.038 -0.652  0.000
104 H -0.142 -3.683 1.118  0.000
105 H -0.530 -4.375 -0.308  0.000
106 O 2.659 -0.544 4.686  0.005
107 Cl 2.132 0.732 4.325  0.009
108 O 2.968 1.786 4.821  0.002
109 O 2.115 0.856 2.825  0.037
110 O 0.731 0.886 4.694  0.009

Properties
net charge = -1
HOMO (alpha / beta) = -2.863 / -6.211 eV
2S+1 = 3
expectation value of S² = 2.003
calculated total energy = -5903.306437 hartree

Entry from the OMol25 dataset: a cluster of 4 separate species, C6H21NO5 in total (ωB97M-V/def2-TZVPD).

Last column: natural (NBO) charge in e.
Positions of all 33 atoms, in Å:
1 C 7.707 5.541 5.679  -0.254
2 O 7.759 6.204 6.905  -0.546
3 C 9.049 6.275 7.409  -0.078
4 C 8.984 6.406 8.941  -0.244
5 N 8.655 5.189 9.670  -0.648
6 C 8.349 5.400 11.080  -0.252
7 C 8.200 4.136 11.815  -0.070
8 O 7.226 3.274 11.255  -0.529
9 C 5.923 3.714 11.476  -0.250
10 H 7.952 6.107 4.774  0.169
11 H 6.660 5.154 5.580  0.190
12 H 8.448 4.702 5.631  0.170
13 H 9.548 6.986 6.755  0.189
14 H 9.570 5.358 7.182  0.168
15 H 8.174 7.120 9.152  0.176
16 H 9.962 6.690 9.347  0.214
17 H 7.741 4.920 9.250  0.368
18 H 7.431 5.949 11.147  0.171
19 H 9.103 6.008 11.629  0.208
20 H 7.954 4.366 12.862  0.167
21 H 9.140 3.591 11.805  0.199
22 H 5.760 4.725 11.107  0.154
23 H 5.680 3.777 12.524  0.161
24 H 5.229 3.034 11.028  0.196
25 O 12.743 6.235 8.956  -0.968
26 H 13.585 6.228 8.500  0.462
27 H 12.465 5.276 8.920  0.499
28 O 11.172 3.660 9.089  -1.002
29 H 11.009 3.250 8.204  0.476
30 H 10.290 4.083 9.335  0.506
31 O 11.686 5.220 5.763  -0.958
32 H 11.986 5.565 6.610  0.483
33 H 12.445 4.863 5.287  0.474

Properties
net charge = 0
HOMO = -9.449 eV
calculated total energy = -672.097789 hartree

Entry from the OMol25 dataset: a cluster of 4 separate species, C24H57BFO12P3 in total (ωB97M-V/def2-TZVPD).

Last column: Löwdin charge in e.
Positions of all 98 atoms, in Å:
1 C -1.821 -1.072 -3.403  -0.093
2 C -2.830 -2.095 -2.923  -0.309
3 O -2.180 -3.260 -2.452  -0.233
4 P -1.525 -3.224 -0.931  0.751
5 O -2.875 -3.447 -0.207  -0.228
6 O -1.082 -4.831 -0.881  -0.238
7 C -1.436 -5.625 0.243  -0.317
8 C -2.653 -6.475 -0.073  -0.075
9 O -0.017 -2.975 -1.741  -0.214
10 C 1.091 -2.679 -0.904  -0.307
11 C 1.699 -3.934 -0.306  -0.075
12 H -1.236 -0.681 -2.564  0.063
13 H -2.323 -0.231 -3.892  0.073
14 H -1.115 -1.521 -4.108  0.085
15 H -3.473 -1.676 -2.142  0.105
16 H -3.472 -2.395 -3.758  0.121
17 H -1.597 -5.002 1.130  0.104
18 H -0.587 -6.280 0.467  0.113
19 H -3.489 -5.874 -0.435  0.070
20 H -2.981 -7.028 0.813  0.078
21 H -2.420 -7.193 -0.866  0.079
22 H 0.790 -1.975 -0.121  0.105
23 H 1.837 -2.181 -1.530  0.117
24 H 1.079 -4.313 0.512  0.064
25 H 2.692 -3.727 0.104  0.077
26 H 1.781 -4.729 -1.054  0.090
27 C 2.637 6.486 -7.028  -0.090
28 C 3.563 5.319 -6.752  -0.310
29 O 3.107 4.565 -5.645  -0.235
30 P 1.868 3.494 -5.892  0.746
31 O 2.768 2.400 -6.516  -0.222
32 O 1.891 2.827 -4.364  -0.240
33 C 1.912 1.414 -4.211  -0.318
34 C 3.321 0.936 -3.911  -0.072
35 O 0.862 4.716 -5.194  -0.217
36 C -0.535 4.469 -5.243  -0.308
37 C -0.986 3.554 -4.120  -0.080
38 H 1.663 6.132 -7.381  0.065
39 H 3.060 7.145 -7.792  0.077
40 H 2.459 7.067 -6.118  0.083
41 H 3.662 4.679 -7.634  0.107
42 H 4.560 5.696 -6.500  0.120
43 H 1.497 0.917 -5.095  0.105
44 H 1.259 1.162 -3.370  0.109
45 H 4.039 1.283 -4.657  0.072
46 H 3.360 -0.157 -3.874  0.076
47 H 3.659 1.331 -2.947  0.077
48 H -0.806 4.057 -6.221  0.110
49 H -1.033 5.438 -5.141  0.118
50 H -0.713 2.516 -4.332  0.058
51 H -2.074 3.589 -4.004  0.080
52 H -0.518 3.832 -3.171  0.091
53 C -7.498 -0.471 6.632  -0.090
54 C -6.106 0.074 6.883  -0.311
55 O -5.157 -0.568 6.053  -0.236
56 P -5.043 -0.073 4.476  0.746
57 O -4.201 1.186 4.799  -0.227
58 O -3.725 -1.014 4.080  -0.238
59 C -2.609 -0.426 3.426  -0.316
60 C -1.498 -0.151 4.423  -0.073
61 O -5.983 -1.479 4.115  -0.215
62 C -6.428 -1.596 2.772  -0.308
63 C -5.352 -2.170 1.870  -0.087
64 H -7.847 -0.194 5.632  0.065
65 H -8.208 -0.075 7.365  0.077
66 H -7.505 -1.563 6.685  0.083
67 H -6.075 1.158 6.730  0.106
68 H -5.818 -0.124 7.920  0.120
69 H -2.902 0.482 2.887  0.105
70 H -2.251 -1.138 2.675  0.107
71 H -1.845 0.446 5.268  0.073
72 H -0.668 0.377 3.943  0.067
73 H -1.120 -1.090 4.840  0.078
74 H -6.772 -0.623 2.407  0.109
75 H -7.289 -2.272 2.780  0.118
76 H -4.596 -1.413 1.638  0.060
77 H -5.780 -2.506 0.920  0.081
78 H -4.841 -3.011 2.348  0.091
79 C 8.530 -0.163 2.751  -0.068
80 C 8.271 1.285 2.979  -0.178
81 C 7.088 2.016 2.050  -0.182
82 B 5.690 1.855 2.908  -0.146
83 C 4.160 1.960 2.308  -0.165
84 C 3.239 0.919 3.234  -0.203
85 C 3.487 -0.668 2.857  -0.122
86 F 3.132 -0.946 1.418  -0.163
87 H 8.563 -0.848 3.726  0.063
88 H 8.665 -0.669 1.679  0.074
89 H 8.780 1.971 3.779  0.105
90 H 7.316 3.177 1.947  0.111
91 H 7.020 1.534 0.977  0.113
92 H 5.785 1.610 4.071  0.063
93 H 3.771 3.053 2.592  0.126
94 H 4.079 1.742 1.160  0.108
95 H 3.624 1.049 4.356  0.115
96 H 2.117 1.254 3.212  0.106
97 H 2.841 -1.333 3.578  0.121
98 H 4.618 -1.006 2.981  0.133

Properties
net charge = 0
HOMO = -8.455 eV
calculated total energy = -2999.960464 hartree

Entry from the OMol25 dataset: a cluster of 2 separate species, C2HF3I2 in total (ωB97M-V/def2-TZVPD).

Last column: natural (NBO) charge in e.
Positions of all 8 atoms, in Å:
1 C -0.069 0.810 -0.721  0.023
2 C 0.200 -0.860 0.566  0.541
3 F -1.358 0.798 -1.017  -0.334
4 F 0.650 -0.386 1.718  -0.333
5 F 1.148 -1.589 -0.004  -0.338
6 I 0.549 2.527 0.317  0.142
7 I -1.674 -1.864 0.713  0.116
8 H 0.555 0.563 -1.571  0.182

Properties
net charge = 0
HOMO = -9.332 eV
calculated total energy = -971.713004 hartree

Entry from the OMol25 dataset: the molecule C3H3P3 (ωB97M-V/def2-TZVPD).

Last column: natural (NBO) charge in e.
Positions of all 9 atoms, in Å:
1 H 2.573 0.334 0.673  -0.030
2 P 2.369 -1.148 0.877  0.468
3 C 0.711 -1.171 0.390  -0.689
4 P -0.890 -1.978 0.259  0.570
5 C -0.274 -0.276 -0.246  -0.380
6 C -0.695 0.745 -0.975  -0.270
7 P -1.253 2.067 -1.768  0.376
8 H -1.530 -1.497 1.556  -0.017
9 H -1.010 2.923 -0.766  -0.027

Properties
net charge = 0
HOMO = -8.365 eV
calculated total energy = -1139.979935 hartree

Entry from the OMol25 dataset: a structure of composition C10H5CaCl2N2O6S (ωB97M-V/def2-TZVPD).

Last column: natural (NBO) charge in e.
Positions of all 27 atoms, in Å:
1 Ca 0.055 0.011 -0.294  1.786
2 O -0.096 -0.240 1.786  -0.672
3 C -0.645 -1.141 2.406  0.435
4 C -1.327 -2.284 1.871  -0.268
5 C -1.861 -3.228 2.750  -0.089
6 C -2.511 -4.353 2.282  -0.089
7 C -2.639 -4.582 0.895  -0.120
8 C -2.137 -3.680 0.017  -0.301
9 C -1.478 -2.480 0.443  0.465
10 O -1.062 -1.662 -0.414  -0.816
11 N -3.053 -5.287 3.199  0.532
12 O -2.924 -5.061 4.391  -0.413
13 O -3.625 -6.270 2.757  -0.408
14 H -0.626 -1.096 3.519  0.126
15 H -1.766 -3.086 3.819  0.239
16 H -3.138 -5.478 0.560  0.242
17 H -2.219 -3.826 -1.049  0.228
18 S -2.334 4.018 -1.600  -0.253
19 C -1.560 2.714 -1.153  0.169
20 N -1.006 1.732 -0.813  -0.850
21 Cl 2.555 -3.562 -0.976  -0.018
22 C 1.787 -2.156 -1.697  -0.349
23 Cl 1.685 -2.314 -3.442  -0.016
24 C 2.617 -0.876 -1.350  0.754
25 O 3.770 -0.822 -1.717  -0.639
26 O 1.961 -0.027 -0.698  -0.889
27 H 0.770 -2.099 -1.315  0.213

Properties
net charge = -1
HOMO = -5.611 eV
calculated total energy = -2941.360576 hartree